{
  "formula": "C4H9N4S",
  "method": "ωB97M-V/def2-TZVPD",
  "largest_force_ev_per_a": 5.28,
  "homo_lumo_gap_ev": 8.5788,
  "e_tot_ev": -21081.406,
  "e_above_lowest_kj_mol": 226.9,
  "mol_weight_g_mol": 145.21,
  "total_charge": 1,
  "e_homo_ev": -12.9,
  "species": ["C", "C", "C", "C", "N", "N", "N", "N", "S", "H", "H", "H", "H", "H", "H", "H", "H", "H"],
  "positions_angstrom": [[0.840049, 1.360189, -0.587989], [-1.445909, 0.857683, -0.150213], [1.314654, -0.079388, -0.966765], [1.073289, -1.114252, 0.103337], [-0.298184, 1.665028, -0.286950], [-1.387842, -0.086332, 0.745186], [-2.509174, 1.300518, -0.899472], [1.162897, -0.711114, 1.371156], [0.644369, -2.653451, -0.396572], [1.535038, 2.075704, -0.436692], [0.867677, -0.325128, -2.026383], [2.428738, -0.182293, -1.229399], [-2.233708, -0.685358, 0.848374], [-2.441789, 2.069405, -1.415907], [-3.292118, 0.729838, -0.887796], [1.381255, 0.250495, 1.559298], [0.905737, -1.378573, 2.166077], [0.571172, -3.543447, 0.565336]],
  "forces_ev_per_angstrom": [[0.767, -4.026, -0.448], [-0.335, -0.702, 0.688], [0.668, -0.385, -2.536], [-0.364, 1.400, 2.835], [-3.490, 1.306, 0.772], [-0.810, 0.038, -1.332], [2.193, -3.587, 3.195], [0.245, -2.777, -0.512], [-0.203, -0.317, -2.786], [2.678, 2.306, -0.117], [0.382, 0.016, 2.242], [-1.325, 0.607, 0.664], [0.456, 1.123, -0.229], [0.213, 3.666, -2.545], [-1.707, -0.719, -0.184], [-0.157, 0.184, 0.343], [0.580, 1.668, -1.590], [0.207, 0.199, 1.542]]
}

***

{
  "formula": "C44H42N3O2S",
  "method": "ωB97M-V/def2-TZVPD",
  "largest_force_ev_per_a": 3.40,
  "homo_lumo_gap_ev": 4.9951,
  "e_tot_ev": -65702.529,
  "e_above_lowest_kj_mol": 52.8,
  "mol_weight_g_mol": 676.91,
  "total_charge": 1,
  "e_homo_ev": -9.2,
  "species": ["C", "O", "C", "C", "C", "C", "C", "C", "C", "C", "N", "C", "C", "C", "C", "C", "C", "C", "S", "H", "H", "H", "H", "H", "H", "H", "H", "H", "H", "H", "H", "H", "H", "H", "C", "N", "C", "O", "C", "C", "C", "C", "C", "C", "C", "C", "N", "C", "C", "C", "C", "C", "C", "C", "C", "C", "C", "C", "C", "C", "C", "C", "C", "C", "C", "H", "H", "H", "H", "H", "H", "H", "H", "H", "H", "H", "H", "H", "H", "H", "H", "H", "H", "H", "H", "H", "H", "H", "H", "H", "H", "H"],
  "positions_angstrom": [[2.706612, -0.332087, 2.242486], [2.241863, -0.436531, 0.879532], [2.300386, -1.651158, 0.249807], [1.166641, -2.567755, 0.450994], [0.910751, -3.098939, 1.729393], [-0.200206, -3.916694, 1.930573], [-1.058345, -4.222128, 0.870286], [-0.778940, -3.739646, -0.410602], [0.342295, -2.941683, -0.623789], [3.570737, -2.069694, -0.163069], [3.992208, -3.376602, -0.300393], [3.100937, -4.496464, -0.574374], [5.364272, -3.574524, -0.128679], [6.047127, -2.371064, 0.058676], [7.399135, -2.375516, 0.410753], [8.034956, -3.600856, 0.648431], [7.338782, -4.807875, 0.489825], [6.004278, -4.808069, 0.070316], [4.972730, -0.992418, -0.065916], [2.685375, 0.740341, 2.456947], [2.014463, -0.872006, 2.903762], [3.727205, -0.729528, 2.331570], [1.607075, -2.876386, 2.541738], [-0.401496, -4.301709, 2.934026], [-1.940742, -4.840595, 1.047493], [-1.429492, -3.982590, -1.252193], [0.621379, -2.583165, -1.616270], [3.712386, -5.331364, -0.925468], [2.565700, -4.815529, 0.329649], [2.388928, -4.242385, -1.366139], [7.912266, -1.422803, 0.507332], [9.077096, -3.616258, 0.967123], [7.839154, -5.754779, 0.699468], [5.456627, -5.738948, -0.071369], [-5.201617, 2.701832, 1.160082], [-3.768922, 2.808168, 1.297627], [-3.184154, 3.472712, 2.345192], [-3.783142, 4.062494, 3.239804], [-1.676119, 3.292592, 2.211713], [-1.066692, 2.749418, 3.500988], [-1.623502, 1.380441, 3.797875], [-2.818272, 1.238585, 4.510176], [-3.411011, -0.017598, 4.635025], [-2.807811, -1.138489, 4.053786], [-1.570199, -1.004716, 3.417313], [-0.960632, 0.243702, 3.332326], [-1.559643, 2.375402, 1.077418], [-0.398791, 1.828677, 0.673314], [-0.298853, 0.764375, -0.214632], [0.901685, 0.491395, -0.869423], [0.979565, -0.129287, -2.164532], [2.248412, -0.289427, -2.777447], [2.363093, -0.781255, -4.068528], [1.213382, -1.153375, -4.784161], [-0.045634, -1.052823, -4.178840], [-0.170723, -0.546382, -2.884821], [-2.856686, 2.058894, 0.442757], [-2.931849, 2.476186, -0.993253], [-3.233368, 3.741248, -1.342789], [-3.397676, 4.223316, -2.702621], [-3.521834, 5.614606, -2.936183], [-3.746941, 6.103597, -4.219032], [-3.848768, 5.214525, -5.302213], [-3.695047, 3.836527, -5.090168], [-3.460260, 3.338567, -3.805849], [-5.680912, 3.328884, 1.917246], [-5.506427, 3.032600, 0.161505], [-5.524437, 1.659830, 1.296703], [-1.246580, 4.275403, 1.943528], [0.024648, 2.732057, 3.403496], [-1.345998, 3.449118, 4.298442], [-3.290349, 2.127328, 4.937173], [-4.353668, -0.116228, 5.176084], [-3.294499, -2.114479, 4.100131], [-1.069053, -1.869068, 2.979574], [0.022079, 0.352773, 2.863739], [0.506149, 2.297895, 1.074598], [-1.180115, 0.138324, -0.399728], [1.750147, 1.117600, -0.606202], [3.137505, -0.002462, -2.211249], [3.350037, -0.874505, -4.522968], [1.301172, -1.524838, -5.806650], [-0.940568, -1.367070, -4.720903], [-1.157018, -0.470672, -2.419303], [-3.062885, 0.974172, 0.522719], [-2.613708, 1.730292, -1.723846], [-3.340651, 4.494112, -0.551697], [-3.441047, 6.289449, -2.079356], [-3.849353, 7.178652, -4.378593], [-4.043364, 5.596665, -6.305339], [-3.763893, 3.142538, -5.929748], [-3.347348, 2.265168, -3.632141]],
  "forces_ev_per_angstrom": [[-0.162, -0.368, -0.351], [0.071, 1.200, 0.471], [2.917, -1.726, -0.279], [-0.586, -0.411, -0.040], [-0.184, 0.169, -0.394], [0.049, -0.018, 0.074], [0.038, 0.072, 0.029], [0.068, -0.072, -0.005], [0.089, 0.212, 0.458], [-1.615, 0.282, 1.798], [-0.023, -0.508, -1.077], [0.171, -0.212, 0.040], [-0.076, -0.011, 0.582], [0.806, -0.563, 0.102], [-0.384, -0.171, -0.126], [-0.156, 0.059, -0.117], [-0.142, 0.359, -0.215], [0.096, 0.329, -0.050], [-0.226, -0.025, -0.191], [0.113, -0.215, 0.149], [0.279, 0.255, -0.052], [-0.288, 0.143, 0.090], [-0.347, -0.165, -0.200], [0.046, 0.021, -0.371], [0.295, 0.178, -0.085], [0.154, -0.036, 0.259], [-0.295, -0.196, 0.286], [-0.181, 0.176, -0.006], [0.044, 0.058, -0.302], [0.173, -0.044, 0.251], [0.094, -0.234, 0.127], [-0.294, 0.032, -0.115], [-0.163, 0.301, -0.116], [0.255, 0.224, 0.177], [-0.352, -0.199, -0.221], [0.531, 0.174, 0.569], [-1.177, -0.051, 0.353], [1.095, -0.594, -1.197], [0.022, 0.856, -0.162], [-0.092, -0.033, 0.275], [0.253, -0.162, 0.420], [-0.065, -0.023, -0.190], [0.064, -0.113, -0.083], [0.069, 0.202, -0.027], [-0.004, -0.112, 0.100], [-0.300, 0.042, -0.202], [1.884, -0.943, -0.704], [-1.343, 0.949, 0.934], [0.462, -1.028, -0.695], [-1.702, 2.244, -0.346], [0.182, -1.003, -0.909], [-0.426, 0.318, 0.254], [-0.191, -0.107, -0.162], [0.113, 0.085, 0.420], [-0.044, 0.082, 0.183], [0.434, 0.067, 0.032], [-0.593, -0.024, 0.647], [0.362, 0.772, -0.355], [0.445, -0.771, 0.507], [-0.008, 0.493, -1.251], [-0.011, -0.712, 0.146], [0.005, -0.256, -0.283], [0.113, -0.022, 0.481], [0.082, 0.072, 0.239], [-0.111, 0.620, 0.190], [0.227, -0.128, -0.139], [-0.010, -0.040, 0.184], [0.058, 0.212, 0.007], [-0.054, -0.325, 0.162], [-0.135, -0.001, 0.129], [0.190, -0.035, -0.189], [0.081, -0.330, -0.156], [0.284, -0.001, -0.160], [0.162, 0.293, 0.051], [-0.233, 0.264, 0.214], [-0.311, -0.132, 0.079], [-0.249, -0.178, -0.057], [0.313, 0.466, -0.122], [-0.046, -0.309, 0.080], [-0.214, -0.084, -0.225], [-0.302, 0.016, 0.102], [-0.029, 0.099, 0.330], [0.314, 0.132, 0.156], [0.328, -0.005, -0.266], [0.100, 0.301, 0.140], [-0.416, 0.181, 0.099], [-0.262, -0.319, -0.202], [-0.095, -0.127, -0.332], [0.026, -0.351, 0.021], [0.062, -0.126, 0.306], [0.016, 0.239, 0.231], [-0.137, 0.366, -0.209]]
}